1.
This record from the OMol25 dataset describes the ion C5H11N2O with charge +1. The level of theory is ωB97M-V/def2-TZVPD.

Summary:
Relative energy (zero: lowest compared OMol25 entry of this formula, charge and spin) ... 378.9 kJ/mol
SMILES string ... COC1=[N+](C)CCN1
HOMO energy ... -14.4097 eV
Total charge ... +1
Lowest unoccupied orbital energy ... -3.316 eV
Frontier orbital gap ... 11.09 eV

CARTESIAN COORDINATES (ANGSTROEM)
O: -1.99 -0.41 -0.24
N: 0.47 -0.85 -0.16
N: 0.02 1.36 0.03
C: -2.71 0.67 0.32
C: -0.44 0.09 -0.06
C: 0.52 -2.27 -0.04
C: 1.78 -0.17 -0.22
C: 1.51 1.34 0.12
H: 1.16 -2.54 -0.77
H: 1.81 2.15 -0.64
H: 2.15 -0.38 -1.35
H: 2.62 -0.44 0.49
H: -0.46 2.16 -0.29
H: -2.64 0.87 1.36
H: -0.48 -2.63 -0.34
H: -3.81 0.50 -0.01
H: 1.96 1.69 1.21
H: -2.48 1.55 -0.27
H: 1.02 -2.69 0.85

***

2.
This record from the OMol25 dataset describes a structure of composition C2H2O2Pm. The level of theory is ωB97M-V/def2-TZVPD.

Summary:
Relative energy (zero: lowest compared OMol25 entry of this formula, charge and spin) ... 176.6 kJ/mol
HOMO energy (spin up / spin down) ... -17.4786 / -19.8926 eV
Total charge ... +2
Lowest unoccupied orbital energy (spin up / spin down) ... -12.303 / -11.176 eV
Frontier orbital gap (spin up / spin down) ... 5.18 / 8.72 eV
Spin multiplicity ... 6

CARTESIAN COORDINATES (ANGSTROEM)
Pm: 2.60 0.47 0.08
O: 0.74 -0.96 0.06
O: 0.29 1.65 -0.14
C: -0.56 -0.58 0.07
C: -0.68 0.92 -0.07
H: -1.20 -0.62 -0.93
H: -1.18 -0.89 0.92

***

3.
This record from the OMol25 dataset describes a structure of composition C22H15N3O7Os. The level of theory is ωB97M-V/def2-TZVPD.

Summary:
HOMO energy (spin up / spin down) ... -8.3874 / -8.4773 eV
Total charge ... 0
Lowest unoccupied orbital energy (spin up / spin down) ... -0.669 / -3.939 eV
Frontier orbital gap (spin up / spin down) ... 7.72 / 4.54 eV
Spin multiplicity ... 5

CARTESIAN COORDINATES (ANGSTROEM)
Os: 0.36 0.85 -0.45
O: -1.26 5.38 -0.65
O: -0.11 0.74 -2.37
O: -1.77 0.82 -3.87
O: -0.49 2.57 -0.41
O: 1.25 -0.91 -0.21
O: -3.98 -3.94 -3.65
O: -3.45 -5.07 -1.71
N: 0.72 0.83 1.51
N: 1.26 -0.36 2.02
N: -1.80 -0.58 -0.74
C: 0.11 3.58 0.28
C: 1.95 -2.57 1.36
C: 1.47 -1.21 1.07
C: -2.86 -2.70 -0.46
C: -2.51 -1.80 -2.68
C: -0.27 4.91 0.14
C: -1.81 4.59 -1.71
C: 2.32 -4.84 0.65
C: 0.44 5.87 0.86
C: 1.58 1.81 1.14
C: 2.41 -2.90 2.64
C: 1.53 5.54 1.64
C: 1.20 3.24 1.09
C: 2.77 -5.16 1.92
C: -2.30 -1.54 0.04
C: 1.93 4.22 1.74
C: -1.26 0.37 -2.88
C: -3.58 -4.18 -2.53
C: -2.95 -2.79 -1.84
C: 1.91 -3.54 0.37
C: -1.90 -0.72 -2.06
C: 2.82 -4.19 2.91
H: 3.09 -6.17 2.14
H: 2.64 1.59 1.28
H: -2.46 3.81 -1.32
H: -2.22 -1.39 1.11
H: -2.62 -1.84 -3.75
H: 0.13 6.90 0.74
H: 2.27 -5.60 -0.12
H: 2.44 -2.13 3.40
H: -3.20 -3.49 0.19
H: -2.39 5.29 -2.31
H: 2.07 6.32 2.16
H: 1.56 -3.27 -0.62
H: 3.18 -4.44 3.90
H: 2.80 3.94 2.33
H: -1.03 4.14 -2.32

***

4.
This record from the OMol25 dataset describes a cluster of 3 separate species, C6H13NO in total. The level of theory is ωB97M-V/def2-TZVPD.

Summary:
Relative energy (zero: lowest compared OMol25 entry of this formula, charge and spin) ... 577.5 kJ/mol
HOMO energy ... -7.9441 eV
Total charge ... 0
Lowest unoccupied orbital energy ... 0.847 eV
Frontier orbital gap ... 8.79 eV

CARTESIAN COORDINATES (ANGSTROEM)
O: -0.55 -0.36 -2.40
N: 1.26 0.91 -0.05
C: -2.42 1.96 0.61
C: -2.06 -0.64 0.29
C: 1.92 -1.14 1.24
C: -2.23 0.54 0.40
C: 0.01 -1.46 -1.93
C: 1.77 -0.43 -0.11
H: -1.21 -0.02 -1.76
H: 0.48 0.99 0.61
H: 0.97 -1.14 1.77
H: -2.46 2.16 1.68
H: -3.36 2.28 0.17
H: 1.98 1.57 0.23
H: 2.72 -0.43 -0.65
H: 1.01 -1.04 -0.72
H: 0.76 -1.76 -2.70
H: 2.23 -2.17 1.09
H: -1.60 2.51 0.15
H: 2.66 -0.64 1.85
H: -1.89 -1.68 0.23

***

5.
This record from the OMol25 dataset describes a structure of composition C44H44Br3CsN3O7P3S4. The level of theory is ωB97M-V/def2-TZVPD.

Summary:
Relative energy (zero: lowest compared OMol25 entry of this formula, charge and spin) ... 64.5 kJ/mol
HOMO energy (spin up / spin down) ... -2.4879 / -2.4879 eV
Total charge ... -2
Lowest unoccupied orbital energy (spin up / spin down) ... 2.811 / 3.202 eV
Frontier orbital gap (spin up / spin down) ... 5.30 / 5.69 eV

CARTESIAN COORDINATES (ANGSTROEM)
Cs: 1.05 0.00 -0.21
Br: 4.88 0.53 -0.69
Br: 2.21 2.49 8.24
Br: 3.14 0.53 -3.45
S: 2.19 -2.35 2.22
S: -2.51 0.31 0.20
S: 1.35 3.19 0.17
S: 1.36 -5.43 3.28
P: 2.72 -4.24 2.62
P: -0.49 3.88 -0.09
P: -2.78 1.79 -1.15
O: -0.51 -1.90 -2.43
O: -2.43 -7.33 -6.01
O: 3.72 -4.79 1.42
O: 1.11 -3.27 -1.56
O: -3.06 -8.26 -4.07
O: -4.78 -0.72 6.61
O: 3.88 -4.30 3.84
N: -3.75 -0.92 6.11
N: 1.60 0.77 3.87
N: -2.44 -7.39 -4.76
C: -2.63 2.02 -3.87
C: 2.54 0.55 6.10
C: -0.25 -5.49 -2.44
C: -2.33 4.00 3.59
C: -0.39 8.07 -2.04
C: 5.56 -2.68 2.77
C: 0.68 5.93 -1.60
C: -3.21 0.35 -5.49
C: 4.67 -5.00 -0.77
C: -0.06 5.13 2.36
C: -1.73 -6.38 -4.12
C: -1.74 3.09 -0.98
C: -5.45 1.54 -0.56
C: 3.35 -4.96 0.00
C: 0.99 2.33 5.61
C: 5.24 -3.79 3.77
C: -7.10 3.26 -1.11
C: -4.55 2.26 -1.26
C: -0.58 -4.23 -2.93
C: 6.16 -5.03 3.47
C: -0.34 5.40 3.70
C: 2.47 -6.19 -0.13
C: 4.58 1.45 -2.43
C: -1.33 -4.01 -4.08
C: -4.88 3.50 -1.93
C: -6.18 3.91 -1.96
C: -2.09 3.76 2.23
C: -2.92 -0.24 -3.15
C: -1.52 6.43 -0.74
C: -2.79 1.66 -5.22
C: 2.28 0.09 4.82
C: 0.07 -2.99 -2.27
C: -2.67 1.08 -2.83
C: -3.21 -0.58 -4.47
C: -1.51 4.92 4.29
C: -1.52 7.66 -1.37
C: 0.86 1.81 4.31
C: 0.75 7.23 -2.10
C: -0.87 -6.57 -3.03
C: -1.85 -5.12 -4.74
C: -0.94 4.28 1.66
C: -0.44 5.56 -0.89
C: 1.89 1.74 6.52
C: -6.74 2.02 -0.60
H: 4.15 2.42 -2.18
H: 2.16 -6.46 -1.17
H: 0.20 6.13 4.28
H: -4.05 4.10 -2.33
H: -0.37 9.05 -2.49
H: 1.48 5.21 -1.64
H: -2.75 2.52 -5.97
H: 2.62 -0.88 4.46
H: 0.17 2.24 3.56
H: -3.11 3.52 4.19
H: 5.11 -3.10 1.85
H: 1.65 7.62 -2.58
H: 0.45 3.24 5.93
H: 6.65 -2.61 2.62
H: -5.17 0.64 -0.01
H: 5.18 -1.66 2.98
H: -1.71 5.08 5.39
H: 3.31 0.19 6.77
H: -3.63 0.18 -6.54
H: 5.43 -3.39 4.77
H: 7.24 -4.80 3.56
H: 5.55 -5.01 -0.12
H: -2.71 3.10 1.59
H: -2.38 3.09 -3.69
H: -8.05 3.72 -0.92
H: -0.67 -7.61 -2.69
H: 2.90 -7.12 0.25
H: 5.54 1.46 -2.98
H: 2.77 -4.02 -0.27
H: -7.54 1.44 -0.03
H: -3.40 -1.62 -4.69
H: -1.43 -3.01 -4.47
H: -2.31 -5.08 -5.72
H: -2.44 6.12 -0.22
H: 6.09 -5.39 2.46
H: 4.69 -5.88 -1.44
H: -2.97 -0.98 -2.33
H: 0.36 -5.57 -1.52
H: -6.39 4.82 -2.52
H: 0.75 5.62 1.81
H: 5.98 -5.79 4.17
H: -2.40 8.31 -1.41
H: 1.54 -6.08 0.49
H: 4.76 -4.11 -1.43

***

6.
This record from the OMol25 dataset describes the ion C11H14N with charge +1. The level of theory is ωB97M-V/def2-TZVPD.

Summary:
Relative energy (zero: lowest compared OMol25 entry of this formula, charge and spin) ... 182.7 kJ/mol
SMILES string ... C=C(C)c1ccccc1C(C)=[NH2+]
HOMO energy ... -12.5206 eV
Total charge ... +1
Lowest unoccupied orbital energy ... -4.737 eV
Frontier orbital gap ... 7.78 eV

CARTESIAN COORDINATES (ANGSTROEM)
N: -0.53 -1.32 1.60
C: 0.50 -1.25 0.82
C: -2.04 2.11 0.37
C: 2.75 1.30 -0.89
C: 1.27 -2.53 0.59
C: 0.92 -0.09 0.08
C: 1.83 2.29 -1.18
C: -1.48 1.03 -0.20
C: 0.50 2.14 -0.86
C: 2.34 0.16 -0.10
C: -2.13 -0.07 -0.93
C: 0.05 1.02 -0.22
H: -0.22 2.99 -1.07
H: 3.03 -0.55 0.06
H: -1.52 -0.91 -1.01
H: -1.02 -0.44 2.05
H: -1.44 2.90 0.65
H: -3.10 2.22 0.46
H: 1.33 -3.23 1.34
H: -2.38 0.22 -1.96
H: 2.23 3.12 -1.80
H: -3.02 -0.13 -0.47
H: 0.69 -3.04 -0.27
H: 2.30 -2.48 0.28
H: 3.81 1.47 -0.99
H: -0.87 -2.17 1.93

***

| no. | E (hartree) |
| --- | --- |
| 1 | -381.519641 |
| 2 | -835.455245 |
| 3 | -1628.848704 |
| 4 | -366.213934 |
| 5 | -12752.987958 |
| 6 | -481.997638 |